Entry 1:
Formula: C31H28BMoN7S
Source: the OMol25 dataset
Level of theory: ωB97M-V/def2-TZVPD

**Relative energy (zero: lowest compared OMol25 entry of this formula, charge and spin)**: 0.0 kcal per mole
**⟨S²⟩**: 2.0339
**DFT total energy**: -56388.5250 eV
**Total charge**: +2
**Molecular weight**: 637.43 g/mol
**Maximum force**: 1.05 eV/A
**Spin multiplicity**: 3

Last column: Mulliken charge in e.
Cartesian coordinates (Å):
Mo  0.21200  0.00911  0.51614  -1.707
C  -1.61148  2.42806  -4.11953  -1.387
C  -1.38524  2.29382  -2.65940  0.946
C  -1.84514  3.10094  -1.61950  -1.612
C  -1.36023  2.51286  -0.45533  0.325
N  -0.63947  1.43110  -0.78475  1.302
N  -0.65374  1.29500  -2.12492  -0.292
B  0.01062  0.01824  -2.70690  -0.668
N  1.48284  0.00386  -2.19284  0.016
N  1.66290  0.06540  -0.85228  1.025
C  2.98781  0.21895  -0.59633  0.257
C  3.66537  0.17570  -1.79943  -1.433
C  2.67957  0.05291  -2.78937  0.871
C  2.84238  0.00860  -4.26251  -1.318
C  3.36599  0.43901  0.79605  0.754
C  2.41564  0.99935  1.65935  0.274
C  2.67099  1.18416  3.00679  -0.096
C  3.91325  0.80876  3.50723  -0.645
C  4.86981  0.26163  2.66150  -0.682
C  4.60359  0.07157  1.31392  -0.979
N  -0.70972  -1.18737  -2.07449  0.442
N  -0.87933  -1.26403  -0.72105  0.886
C  -1.55241  -2.40626  -0.45894  -0.015
C  -1.78106  -3.07741  -1.65068  -1.359
C  -1.24002  -2.27842  -2.64961  0.993
C  -1.23459  -2.49924  -4.11645  -1.384
C  -2.02288  -2.71411  0.89514  -0.044
C  -2.75144  -1.75231  1.59936  0.033
C  -3.19825  -2.01913  2.88376  -0.948
C  -2.92964  -3.25087  3.46491  -0.422
C  -2.23556  -4.21947  2.75379  -0.785
C  -1.78407  -3.95765  1.47080  -0.509
C  -1.45634  2.76443  0.97963  0.487
C  -1.65657  4.01820  1.54775  -1.048
C  -1.64620  4.16057  2.92887  -0.579
C  -1.43360  3.07149  3.76614  -0.714
C  -1.24324  1.80728  3.22475  -0.053
C  -1.24970  1.66953  1.83989  0.959
H  -2.17475  3.33413  -4.32492  0.396
H  -2.17556  1.57984  -4.50450  0.284
H  -0.66723  2.47970  -4.65717  0.305
H  -2.45581  3.97661  -1.71719  0.570
H  -0.03270  -0.00723  -3.88503  -0.005
H  4.72203  0.26924  -1.96592  0.557
H  3.89076  0.11960  -4.52415  0.391
H  2.27742  0.80782  -4.73897  0.291
H  2.48551  -0.94121  -4.66014  0.281
H  1.49597  1.49067  1.24072  0.240
H  1.92629  1.63227  3.65054  0.527
H  4.13924  0.95484  4.55335  0.457
H  5.83270  -0.02562  3.05769  0.441
H  5.34756  -0.37836  0.67143  0.481
H  -2.32803  -3.99096  -1.78317  0.592
H  -1.76220  -3.41991  -4.34765  0.394
H  -0.21709  -2.58332  -4.49561  0.271
H  -1.72463  -1.67955  -4.63942  0.286
H  -3.03654  -0.82764  1.10582  0.741
H  -3.78614  -1.28483  3.41586  0.487
H  -3.28534  -3.46662  4.46199  0.446
H  -2.04625  -5.18399  3.20132  0.460
H  -1.23661  -4.71017  0.92127  0.488
H  -1.79805  4.88208  0.91456  0.501
H  -1.80363  5.13909  3.35973  0.437
H  -1.44246  3.20492  4.83762  0.482
H  -1.12320  0.93854  3.85940  0.626
H  -1.42332  0.63199  1.44548  -0.345
S  1.63858  -3.47182  3.27915  -0.205
C  1.12313  -2.31168  2.39600  0.876
N  0.75754  -1.40269  1.69045  -0.644

Cartesian forces (eV/Å) of the 2 atoms listed first:
0.67 -0.66 -0.46
-0.04 0.03 -0.05

---

Entry 2:
Formula: C3H10BNO
Source: the OMol25 dataset
Level of theory: ωB97M-V/def2-TZVPD

**Relative energy (zero: lowest compared OMol25 entry of this formula, charge and spin)**: 88.6 kcal per mole
**DFT total energy**: -7485.0848 eV
**Molecular weight**: 86.93 g/mol
**Maximum force**: 4.02 eV/A

Last column: Mulliken charge in e.
Cartesian coordinates (Å):
B  -0.16331  1.01978  0.19867  0.416
C  -2.70136  0.09505  -0.01638  -1.049
C  0.69220  -1.30893  -0.40707  -0.899
C  2.27388  0.62247  -0.12711  -0.780
N  0.91206  0.16600  -0.04696  0.094
O  -0.21208  2.33514  0.45322  -0.647
H  -3.37220  0.91074  0.27704  0.304
H  -2.78136  -0.77536  0.66094  0.231
H  -2.68655  -0.07561  -1.08293  0.292
H  1.32748  -1.57333  -1.31998  0.259
H  0.96887  -1.97658  0.54547  0.262
H  -0.25812  -1.69427  -0.60057  0.342
H  2.39602  1.74306  0.05906  0.264
H  2.89088  0.06319  0.53370  0.347
H  2.77290  0.29460  -1.19136  0.221
H  -0.91392  2.95142  0.19287  0.341

Cartesian forces (eV/Å) of the 2 atoms listed first:
-2.90 -0.91 -0.68
2.31 0.77 0.85

---

Entry 3:
Formula: C8H14F3NO4S
Source: the OMol25 dataset
Level of theory: ωB97M-V/def2-TZVPD

**Relative energy (zero: lowest compared OMol25 entry of this formula, charge and spin)**: 16.8 kcal per mole
**DFT total energy**: -37184.6399 eV
**Molecular weight**: 277.26 g/mol
**Maximum force**: 3.08 eV/A

Last column: Mulliken charge in e.
Cartesian coordinates (Å):
C  0.71534  2.24665  -1.50804  -0.598
C  -0.85703  2.43888  -1.48972  -0.415
C  -1.44512  1.18232  -0.70013  -0.751
N  -0.21016  0.60931  -0.11839  0.519
C  0.21070  1.33621  1.11712  -1.071
C  -0.02891  0.35682  2.34190  0.361
C  0.79450  0.78472  3.67491  -0.832
O  1.06969  -0.40711  2.66585  -0.287
C  0.86046  0.72713  -1.13631  -0.560
H  1.08819  2.43313  -2.52759  0.423
H  1.30468  2.95511  -0.90257  0.260
H  -1.25247  3.28003  -0.90746  0.275
H  -1.12592  2.40240  -2.55129  0.352
H  -2.07152  1.56088  0.11560  0.389
H  -2.01714  0.53542  -1.37250  0.369
H  -0.29233  -0.38321  0.15320  0.060
H  -0.42003  2.19523  1.37482  0.294
H  1.28561  1.53576  1.17606  0.464
H  -1.04613  -0.04743  2.48667  0.446
H  1.87082  0.72647  3.91339  0.400
H  0.93597  1.81390  3.17414  0.210
H  1.86723  0.44316  -0.81733  0.433
H  0.52435  0.21569  -2.05126  0.320
C  0.43931  -4.15867  -0.58808  0.618
F  0.59431  -5.09295  -1.53563  -0.231
F  0.26494  -4.80470  0.57585  -0.236
F  1.61172  -3.49391  -0.49530  -0.241
S  -0.96450  -3.02499  -0.96623  1.143
O  -2.12052  -3.87679  -1.02467  -0.620
O  -0.61047  -2.40726  -2.23005  -0.700
O  -0.97557  -2.08220  0.15304  -0.794

Cartesian forces (eV/Å) of the 2 atoms listed first:
-0.21 0.02 -0.31
0.51 -1.02 0.58

---

Entry 4:
Formula: F3H3S2Si2
Source: the OMol25 dataset
Level of theory: ωB97M-V/def2-TZVPD

**Structure (SMILES)**: F[SiH](F)F.S=[SiH]S
**Relative energy (zero: lowest compared OMol25 entry of this formula, charge and spin)**: 42.3 kcal per mole
**DFT total energy**: -45631.6968 eV
**Molecular weight**: 180.32 g/mol
**Maximum force**: 4.91 eV/A

Last column: Mulliken charge in e.
Cartesian coordinates (Å):
F  2.10084  -1.67517  -1.22822  -0.342
Si  0.44311  -1.70991  -1.25359  0.765
F  0.34212  -0.68221  -0.06175  -0.116
F  0.03493  -3.14387  -0.77211  -0.211
H  0.34802  -1.39402  -2.62049  -0.082
S  -2.31663  1.02888  -0.15797  -0.349
Si  -1.23081  1.50157  1.49404  0.450
S  0.41956  2.94145  1.22540  -0.266
H  -1.01226  1.27436  2.94609  -0.030
H  0.87113  1.85892  0.42861  0.180

Cartesian forces (eV/Å) of the 2 atoms listed first:
-1.24 -0.61 -0.33
4.73 -0.10 1.33

---

Entry 5:
Formula: C11H14N2O2
Source: the OMol25 dataset
Level of theory: ωB97M-V/def2-TZVPD

**Relative energy (zero: lowest compared OMol25 entry of this formula, charge and spin)**: 74.5 kcal per mole
**DFT total energy**: -18705.2597 eV
**Molecular weight**: 206.25 g/mol
**Maximum force**: 5.38 eV/A

Last column: Mulliken charge in e.
Cartesian coordinates (Å):
C  -2.40749  -1.02171  -1.39281  -0.312
C  -1.22818  -0.50523  -1.29806  -0.659
C  -2.77816  -0.87115  1.06255  -0.051
C  1.20623  1.47937  0.15061  0.654
C  -1.56978  1.69522  0.56396  -0.436
C  -3.40240  -0.70479  -0.24271  -0.563
C  2.74115  1.33812  0.30309  -0.979
C  3.19082  0.02123  -0.45756  -0.665
C  2.20824  -1.11414  -0.29673  -0.405
C  1.24399  -0.81800  0.81547  -1.005
C  -0.95410  0.37719  0.39507  1.053
N  -1.64036  -0.42549  1.36434  -0.590
N  0.52799  0.38518  0.59374  0.174
O  0.67140  2.49364  -0.23813  -0.637
O  -2.64608  2.14959  0.14297  -0.551
H  -2.66587  -1.67345  -2.34719  0.256
H  -0.45790  -0.60216  -2.05543  0.445
H  -3.36294  -1.32977  2.01142  0.326
H  -1.15182  2.28603  1.29414  0.536
H  -3.67884  0.32567  -0.53159  0.255
H  -4.41770  -1.33731  -0.30171  0.326
H  3.25105  2.23408  -0.17766  0.317
H  2.97960  1.32163  1.28737  0.396
H  3.24973  0.34590  -1.48753  0.317
H  4.23534  -0.10218  -0.35894  0.440
H  1.69859  -1.24557  -1.17346  0.261
H  2.77367  -2.09420  -0.23401  0.292
H  0.66112  -1.70745  0.83275  0.406
H  1.72269  -0.90025  1.77603  0.400

Cartesian forces (eV/Å) of the 2 atoms listed first:
-1.70 -1.82 -1.25
1.28 2.19 2.76

---

Entry 6:
Formula: C6H11N3
Source: the OMol25 dataset
Level of theory: ωB97M-V/def2-TZVPD

**Structure (SMILES)**: C=NN1[C@@H]2C[C@@H](N)C[C@@H]21
**Relative energy (zero: lowest compared OMol25 entry of this formula, charge and spin)**: 100.1 kcal per mole
**DFT total energy**: -10866.4780 eV
**Molecular weight**: 125.17 g/mol
**Maximum force**: 4.64 eV/A

Last column: Mulliken charge in e.
Cartesian coordinates (Å):
C  2.04769  0.40478  -2.54527  -0.247
N  1.17377  0.05191  -1.69970  -0.380
N  1.77148  0.04071  -0.47545  -0.184
C  1.00780  -0.81619  0.51502  -0.266
C  -0.43019  -1.21250  0.54330  -0.982
C  -1.36989  -0.02515  0.31682  0.646
N  -2.44988  -0.15826  1.24713  -0.712
C  -0.47277  1.19676  0.49911  -1.263
C  0.92118  0.66662  0.63276  -0.254
H  1.73447  0.56909  -3.66041  0.219
H  3.16493  0.36678  -2.46325  0.290
H  1.68098  -1.42348  1.11308  0.381
H  -0.54607  -1.50241  1.63324  0.387
H  -0.87886  -2.16410  0.01097  0.261
H  -1.57805  -0.14117  -0.78207  0.222
H  -3.18891  0.46228  0.87544  0.247
H  -2.95250  -1.05764  1.40230  0.242
H  -0.66529  1.53244  1.50998  0.379
H  -0.43693  2.05145  -0.01413  0.492
H  1.46703  1.15809  1.34114  0.522

Cartesian forces (eV/Å) of the 2 atoms listed first:
0.11 -0.52 -3.94
0.06 1.55 -1.63